1.
Density functional theory data (ωB97M-V/def2-TZVPD) for a 2-piece molecular cluster, C5H13N2O overall at a distorted geometry.

Positions of all 21 atoms, in Å:
C (1.923, 0.020, 0.327)
C (-0.264, 0.430, 1.548)
C (0.366, -1.840, 0.541)
C (-1.849, 0.207, -0.995)
C (0.450, -0.358, 0.485)
N (-0.220, 1.400, -1.881)
N (-0.470, 0.223, -1.450)
O (-0.845, 2.535, -1.486)
H (2.591, -0.369, 0.955)
H (2.264, -0.514, -0.566)
H (2.036, 1.112, 0.212)
H (-0.233, 1.493, 1.422)
H (0.170, 0.163, 2.561)
H (-1.343, 0.047, 1.742)
H (1.271, -2.058, 1.148)
H (-0.531, -2.134, 0.922)
H (0.547, -2.161, -0.484)
H (-2.156, -0.926, -0.943)
H (-1.903, 0.487, -0.004)
H (-2.584, 0.636, -1.804)
H (0.781, 1.609, -2.251)

Values from the calculation:
E_HOMO (spin up / spin down) = -0.03917 / -0.03622 hartree
ΔE to the lowest compared entry with this formula, charge and spin = 133.6 kcal/mol
F_max = 5.51 eV/Å
2S+1 = 1
Net charge = -1
Kohn-Sham gap (spin up / spin down) = 0.182 / 0.178 Eh

=====

2.
Density functional theory data (ωB97M-V/def2-TZVPD) for C4H7N3 in the gas phase at a distorted geometry.

Positions of all 14 atoms, in Å:
C (0.760, 0.234, 1.192)
C (0.038, 0.095, 0.235)
C (1.398, 0.478, 2.465)
C (-1.152, 0.996, -1.675)
N (-0.152, -2.355, -1.038)
N (-0.812, -1.534, -1.635)
N (-0.776, -0.054, -0.778)
H (2.186, 1.222, 2.363)
H (0.661, 0.839, 3.185)
H (1.829, -0.449, 2.845)
H (-0.435, 1.129, -2.493)
H (-2.131, 0.751, -2.094)
H (-1.226, 1.933, -1.120)
H (-0.190, -3.286, -1.453)

Values from the calculation:
E_HOMO = -0.28599 hartree
SMILES = [H]/N=N/N(C)C#CC
ΔE to the lowest compared entry with this formula, charge and spin = 104.4 kcal/mol
F_max = 3.40 eV/Å
2S+1 = 1
Net charge = 0
Kohn-Sham gap = 0.317 Eh

=====

3.
Density functional theory data (ωB97M-V/def2-TZVPD) for C6H6O2 in the gas phase.

Positions of all 14 atoms, in Å:
C (-0.875, -0.806, 0.395)
C (1.774, 0.008, -0.599)
C (-1.312, 0.227, -0.285)
C (0.170, -1.662, -0.145)
C (2.394, 0.834, 0.211)
C (-1.679, 1.299, -0.923)
O (1.362, -1.223, -0.406)
O (-1.368, -1.222, 1.616)
H (-2.135, -0.680, 1.844)
H (0.005, -2.698, -0.397)
H (2.809, 1.758, -0.165)
H (2.541, 0.610, 1.266)
H (-1.346, 2.289, -0.630)
H (-2.340, 1.266, -1.782)

Values from the calculation:
E_HOMO (spin up / spin down) = -0.30756 / -0.28009 hartree
ΔE to the lowest compared entry with this formula, charge and spin = 138.3 kcal/mol
F_max = 0.93 eV/Å
2S+1 = 1
Net charge = 0
Kohn-Sham gap (spin up / spin down) = 0.314 / 0.280 Eh